Formula: C26H41ClN4O4PSSn
Source: OMol25
Level of theory: wB97M-V/def2-TZVPD

```
79
Properties=species:S:1:pos:R:3:forces:R:3
Sn 0.552333 -0.908013 0.019219 0.0 0.0 0.0
Cl -0.592575 2.451385 -5.145511 0.0 0.1 0.1
S -0.910695 -2.859408 1.497332 0.2 0.6 0.0
P 0.370701 1.387915 1.961191 -0.3 -0.9 -1.0
O 3.564560 1.617144 -1.198760 0.0 -0.3 0.3
O 3.581009 3.041229 -3.388158 0.2 0.3 -0.3
O 1.977470 3.651342 -4.783129 0.1 0.0 -0.1
O 2.407164 -0.079093 -0.362502 -0.3 -0.7 0.2
N 1.922933 -2.844486 0.117273 0.2 0.9 0.2
N -0.346484 -2.515898 -1.557009 0.1 0.4 0.3
N -0.483456 0.770722 -3.068975 0.1 0.0 0.1
N 0.349142 0.370485 -2.064965 0.4 -0.2 0.4
C 1.502147 1.055256 -2.234836 -0.3 0.2 0.0
C 1.995959 -3.280327 -1.286209 0.0 -0.1 -0.4
C 0.387746 4.101565 1.244691 0.1 0.0 0.0
C -3.935928 -0.212860 -2.099416 0.0 0.0 0.1
C 0.141112 1.690837 -3.844964 0.1 0.2 0.1
C -1.703358 -3.037248 -1.267421 -0.3 -0.1 0.1
C -2.448741 0.160940 -4.415750 0.2 -0.2 -0.1
C 2.376075 2.953204 -3.900617 -0.3 -0.1 0.0
C -0.200349 2.735622 0.849665 0.1 0.0 0.1
C -0.294624 -0.282104 4.078223 -0.1 0.0 0.0
C -1.724755 2.794222 0.707107 0.0 0.1 -0.1
C 2.115779 1.601598 2.481739 -0.2 -0.4 0.0
C 1.651007 -3.869690 1.140633 -0.2 -0.3 0.1
C -3.787258 -0.196468 -4.490741 0.0 0.0 0.0
C 0.187085 -4.286439 1.299626 -0.1 0.1 -0.1
C 2.604408 0.890106 -1.221536 -0.4 0.3 -0.7
C -4.535879 -0.380273 -3.338906 0.0 0.0 0.0
C -1.408435 2.002500 4.026575 -0.1 0.0 0.0
C 2.838934 0.280063 2.754973 0.0 0.0 0.1
C 2.137335 2.513353 3.724263 0.1 0.1 0.0
C -2.154907 -3.005542 0.208618 0.1 -0.2 0.0
C 1.419000 1.915970 -3.327539 0.3 0.0 0.0
C 0.631498 -3.601352 -1.848077 0.2 -0.1 0.0
C -2.593538 0.129342 -2.014987 0.1 0.2 0.0
C -1.852040 0.334274 -3.172073 -0.1 -0.2 0.0
C -0.868571 0.829081 3.194255 0.4 0.0 0.1
H 0.406483 0.118168 4.809635 0.0 0.0 0.0
H 1.591736 3.446253 3.592148 0.0 0.0 0.0
H -2.153656 3.480721 1.435439 0.0 0.0 0.0
H 2.223471 -4.775254 0.922929 0.1 0.1 0.0
H 0.740756 -3.742963 -2.923487 -0.2 0.0 0.0
H 3.738440 2.504724 -2.590333 -0.1 -0.1 0.1
H 3.900863 0.491277 2.885023 0.0 0.0 0.0
H 3.180332 2.769978 3.918243 0.0 0.0 0.0
H -1.880967 0.293182 -5.323718 -0.1 -0.1 0.0
H 2.845535 -2.462957 0.324960 -0.1 0.1 0.1
H 1.760716 1.996291 4.606079 0.0 0.0 0.0
H 2.483359 -0.194583 3.668001 0.0 0.0 0.0
H 0.199381 -1.065111 3.499979 0.0 0.0 0.0
H -1.109761 -0.745757 4.634274 0.0 0.0 0.0
H -1.679009 0.416383 2.585226 0.0 0.1 -0.1
H -2.213668 1.835075 0.832129 -0.1 -0.3 0.0
H -1.794790 -4.056999 -1.638533 0.2 0.0 -0.1
H 0.254820 2.450738 -0.105696 0.0 0.0 -0.1
H 1.477125 4.101269 1.257679 0.0 0.0 0.0
H -4.528198 -0.313070 -1.198640 0.0 0.0 0.0
H 0.268039 -4.541857 -1.446118 -0.1 0.0 0.0
H 0.102695 -4.869384 2.216216 0.0 -0.1 0.0
H 2.756092 -0.412967 1.918042 0.0 0.0 0.0
H -2.131784 0.301294 -1.055354 0.0 0.1 0.3
H -2.788254 -2.138611 0.374912 -0.1 0.1 0.1
H 2.587488 2.097860 1.627587 -0.1 0.0 0.0
H -2.421047 -2.435500 -1.818481 0.0 0.0 -0.1
H 1.997386 -3.479794 2.097655 0.1 0.0 0.0
H -2.751644 -3.883724 0.453865 -0.1 0.0 -0.1
H 2.426973 -2.457051 -1.861493 0.2 0.0 0.1
H -1.916314 2.755428 3.428317 0.0 0.0 0.0
H -5.583762 -0.641283 -3.402348 0.0 0.0 0.0
H -0.192472 -4.894099 0.483416 0.0 -0.1 0.0
H -1.985346 3.174421 -0.280676 0.0 0.0 0.0
H 0.010505 4.437556 2.210491 0.0 0.0 0.0
H -2.143387 1.592901 4.721828 0.0 0.0 0.0
H -4.248827 -0.317339 -5.461629 0.0 0.0 0.0
H -0.402354 -1.917099 -2.376170 -0.1 0.0 0.0
H -0.626701 2.481405 4.615207 0.0 0.0 0.0
H 0.077136 4.827911 0.492378 0.0 0.0 0.0
H 2.650809 -4.146385 -1.402280 0.0 0.0 0.0
```
Positions in Å, forces in eV/Å.

Energy above the lowest of the compared OMol25 structures with the same formula, charge and spin   17.5 kcal/mol
Charge   +3

Results of the natural (NBO) charge analysis, in e, for atoms 1 through 2: Sn 1.74; Cl 0.22



Formula: C26H41KN7O
Source: OMol25
Level of theory: wB97M-V/def2-TZVPD

```
76
Properties=species:S:1:pos:R:3:forces:R:3
K 0.072992 -0.535031 1.129686 0.4 0.1 0.2
O 0.712597 -2.347365 2.787667 0.1 0.0 0.1
N -1.476812 -1.962585 -3.322259 0.1 0.1 -0.1
N -1.694763 1.313405 0.355354 0.3 -0.1 0.0
N 0.710637 -1.776690 -2.574042 0.0 0.0 0.0
N -2.081701 2.022000 2.615136 0.1 0.1 0.1
N -0.271511 2.786101 1.373103 -0.1 0.1 -0.1
N 0.292421 -3.643068 4.600624 -0.1 0.0 0.0
N -0.997499 -1.182049 -1.140335 0.2 0.2 0.2
C -5.607422 -0.165721 0.317959 0.0 0.0 0.0
C -4.838126 -2.450840 0.012113 0.0 0.0 0.0
C -2.138265 -3.301372 4.600978 0.0 0.0 0.0
C -4.539062 -1.068151 0.079118 0.0 0.0 0.0
C -2.859661 0.888365 3.071468 0.0 -0.1 0.0
C 1.244137 -1.471758 -3.895987 0.0 0.0 0.0
C -1.411605 2.019795 1.407169 -0.1 0.0 -0.1
C 0.490891 -3.455703 3.256758 -0.1 -0.1 -0.2
C 0.580856 3.014389 2.525732 0.0 0.0 0.0
C -4.060821 1.649669 0.312663 0.0 0.0 0.0
C -0.792156 -2.793697 5.127624 0.0 0.0 0.0
C -2.588177 -2.889017 -0.640276 0.1 0.1 0.0
C -0.625605 -1.633505 -2.298468 -0.1 0.0 0.1
C 0.124671 -4.619618 2.379850 0.0 0.0 0.0
C -1.280022 -3.145835 -4.137764 0.0 0.0 0.0
C -3.864588 -3.353122 -0.295137 -0.1 0.0 0.0
C -5.381898 1.175449 0.360718 0.0 0.0 0.0
C -2.982864 0.802859 0.171130 -0.1 0.2 0.0
C -2.394134 3.273500 3.287081 0.0 0.0 0.0
C 1.710998 -1.673983 -1.533881 0.1 -0.1 0.1
C -3.205493 -0.590568 -0.122802 -0.4 -0.1 0.0
C -2.205791 -3.605733 3.090026 0.0 0.0 0.0
C -1.399978 -4.835244 2.612238 0.0 0.0 0.0
C 0.326963 3.105285 0.090339 0.0 0.0 0.0
C -2.255029 -1.546063 -0.633416 -0.1 -0.2 0.0
C -2.775675 -1.327600 -3.446614 0.0 0.0 0.0
H -1.278130 -2.900078 -5.202558 0.0 0.0 0.0
H 1.868539 -0.574718 -3.849376 0.0 0.0 0.0
H -1.542352 -5.635472 3.342921 0.0 0.0 0.0
H -3.253009 -3.797970 2.851440 0.0 0.0 0.0
H 0.672844 -5.529339 2.627466 0.0 0.0 0.0
H 1.856160 -2.295279 -4.268285 0.0 0.0 0.0
H 2.582510 -2.246314 -1.855628 0.1 0.1 0.0
H 1.405328 -2.107435 -0.578645 -0.3 0.0 -0.3
H 0.125738 -4.615952 4.825587 0.0 0.0 0.0
H -6.199394 1.873878 0.483272 0.0 0.0 0.0
H -4.077943 -4.414098 -0.332194 0.0 0.0 0.0
H -1.878238 4.099966 2.806909 0.0 0.0 0.0
H 0.812200 4.076057 2.629288 0.0 0.0 0.0
H -1.934380 -2.724632 2.496837 0.0 0.0 0.0
H -3.470792 3.465927 3.238224 0.0 0.0 0.0
H -6.604780 -0.572691 0.424266 0.0 0.0 0.0
H -2.758506 -0.356932 -2.956299 0.0 0.0 0.0
H -3.926815 0.992749 2.858209 0.0 0.0 0.0
H -0.444371 3.159039 -0.671618 0.0 0.0 0.0
H -1.841862 -3.593979 -0.990138 0.0 0.0 0.0
H -3.580491 -1.928449 -3.012288 0.0 0.0 0.0
H 2.024652 -0.634407 -1.371829 0.0 0.0 0.0
H -0.764805 -2.805248 6.215701 0.0 0.0 0.0
H 0.101486 2.671844 3.436781 0.0 0.0 0.0
H -2.728325 0.790006 4.151726 0.0 0.0 0.0
H -2.519921 -0.033001 2.598239 0.0 0.0 0.0
H 0.438578 -1.282810 -4.597184 0.0 0.0 0.0
H -2.910252 -2.571337 4.857668 0.0 0.0 0.0
H 1.531181 2.479060 2.413626 0.0 0.0 0.0
H -2.089906 -3.859689 -3.954645 0.0 0.0 0.0
H -2.987438 -1.180108 -4.507081 0.0 0.0 0.0
H 0.343827 -4.351007 1.347999 0.0 0.0 0.0
H -0.339253 -3.628350 -3.887230 0.0 0.0 0.0
H -5.855966 -2.764653 0.205239 0.0 0.0 0.0
H -2.101876 3.241050 4.339594 0.0 0.0 0.0
H 0.839930 4.064149 0.167429 0.0 0.0 0.0
H -2.403864 -4.218574 5.137649 0.0 0.0 0.0
H -3.868391 2.706730 0.453149 0.0 0.0 0.0
H -0.587283 -1.775523 4.802472 0.0 0.0 0.0
H 1.058743 2.352272 -0.226938 0.0 0.0 0.0
H -1.831642 -5.196805 1.678616 0.0 0.0 0.0
```
Positions in Å, forces in eV/Å.

Charge   +1

Results of the natural (NBO) charge analysis, in e, for atoms 1 through 2: K 0.94; O -0.70



Calculated gap between HOMO and LUMO (eV), listed in the same order as above: 5.5081; 7.6419